# 1
The following is a quantum chemistry calculation of C3H4INOS as an isolated structure in a non-equilibrium geometry, from OMol25.

Last column: natural (NBO) charge in e.
Cartesian coordinates (Å):
I 2.707 0.295 -0.365  0.14
H -1.234 -1.118 -1.194  0.41
H -1.879 1.367 -0.793  0.24
C -0.814 0.929 -0.646  -0.38
C -0.041 -1.182 0.420  0.73
H -0.261 0.972 -1.565  0.21
N -0.948 -0.583 -0.333  -0.65
S -0.059 1.556 0.847  0.29
H 1.340 -0.080 2.020  0.27
O 0.135 -2.342 0.673  -0.56
C 1.055 0.188 0.937  -0.70

max |F| = 3.96 eV/Å
relative energy (zero: lowest compared OMol25 entry of this formula, charge and spin) = 15.0 kcal per mole
E_LUMO = 0.29 eV
frontier orbital gap = 0.342 Ha
calculated total energy = -942.560690 Eh

# 2
The following is a quantum chemistry calculation of C19H21Br4IrN3O2Sb as an isolated structure, from OMol25.

Last column: Löwdin spin population.
Cartesian coordinates (Å):
O 1.346 0.699 1.729  -0.01
C 0.965 -0.646 -3.968  0.00
H -1.287 -2.693 -3.058  0.00
C -4.422 1.696 -0.212  0.14
Sb -0.016 -0.515 -1.078  0.00
Ir -0.192 1.299 0.743  -0.21
C 2.898 1.778 4.821  0.19
C -5.245 2.644 0.461  0.01
Br -0.192 4.621 4.691  0.03
Br 4.316 1.352 5.934  0.09
C 2.913 -1.151 -0.687  0.00
H 1.185 2.098 -3.900  0.00
H 3.725 -1.869 -0.553  0.00
N -5.390 -0.088 -1.800  0.08
C 1.625 1.350 2.843  0.15
C 0.291 0.344 -3.021  0.00
H 2.069 1.493 -2.503  0.00
N -5.901 3.408 1.014  0.08
H 1.063 -0.194 -4.957  0.00
H -0.939 -3.582 -1.569  0.00
C -1.644 -2.900 -2.049  0.00
H 0.561 2.382 -2.275  0.00
H 1.969 -0.906 -3.630  0.00
C 1.068 1.654 -2.909  0.00
C 1.582 -1.897 -0.745  0.00
H -1.804 -2.605 0.720  0.00
C 0.747 2.454 3.165  0.13
H -3.411 -2.402 0.029  0.00
H 0.409 -3.306 0.450  0.00
H 0.397 -1.569 -4.085  0.00
C -1.844 -1.629 -1.228  0.00
H 3.119 -0.592 -1.600  0.00
C -4.977 0.730 -1.106  0.01
C -2.436 -1.924 0.148  0.00
H -2.596 -3.427 -2.142  0.00
O -0.200 2.681 2.364  0.20
H -2.513 -0.955 -1.772  0.00
N -1.926 1.633 0.177  0.10
C 0.984 3.221 4.353  0.07
C 2.684 1.018 3.672  -0.03
H 2.152 -3.415 0.669  0.00
Br 3.764 -0.429 3.181  -0.02
H -2.576 -1.023 0.748  0.00
C -3.094 1.664 -0.008  -0.04
H 1.266 -2.080 1.399  0.00
H 1.564 -2.550 -1.621  0.00
C 1.325 -2.718 0.516  0.00
H 2.942 -0.460 0.157  0.00
C 2.037 2.886 5.157  0.02
Br 2.364 3.870 6.710  0.00
H -0.722 0.552 -3.376  0.00

max |F| = 0.33 eV/Å
relative energy (zero: lowest compared OMol25 entry of this formula, charge and spin) = 0.2 kcal per mole
E_LUMO (alpha / beta) = -5.74 / -6.68 eV
multiplicity = 2
net charge = +1
frontier orbital gap (alpha / beta) = 0.226 / 0.196 Ha
calculated total energy = -11691.616563 Eh

# 3
The following is a quantum chemistry calculation of C15H16BF2IrN4S as an isolated structure in a non-equilibrium geometry, from OMol25.

Last column: Löwdin spin population.
Cartesian coordinates (Å):
N 0.216 -1.038 -2.042  0.00
H 3.062 -2.031 -2.023  0.00
B 0.402 -0.017 -3.105  0.00
H 0.686 -4.817 -2.962  0.00
C -0.374 2.978 0.675  0.15
F 0.327 1.211 -2.620  0.00
H -3.248 0.517 4.077  0.00
H 3.343 -3.780 -2.063  0.00
Ir -0.620 -0.033 -0.366  0.03
H -0.253 -4.795 -1.482  0.00
H 2.470 -3.007 -3.389  0.00
N -0.804 1.704 0.755  0.09
H 1.412 -5.431 -1.501  0.00
H 0.483 6.675 1.206  0.01
C 0.749 -4.659 -1.885  0.00
H -2.469 -2.629 0.936  0.00
H 0.561 3.181 -1.291  0.00
C 0.372 -2.171 -1.741  0.00
H 1.089 5.550 -0.919  0.00
C 0.232 5.629 1.078  0.27
H -0.701 5.465 3.037  0.00
N -1.475 2.720 2.620  -0.01
H 2.383 -3.878 0.232  0.00
S -3.433 -1.653 2.983  0.02
C 1.588 -3.171 -0.004  0.00
F 0.533 -0.270 -4.351  0.00
C -2.092 0.336 2.211  0.01
H 0.695 -3.444 0.556  0.00
C 1.328 -3.278 -1.550  0.00
C -0.447 4.963 2.112  0.04
C -0.771 3.660 1.880  0.09
N -1.862 -0.645 1.261  0.01
C 0.588 4.981 -0.148  0.04
C -2.922 -0.060 3.223  0.06
C -1.479 1.581 1.930  0.10
H 1.907 -2.169 0.283  0.00
C -2.505 -1.739 1.547  0.01
C 0.304 3.671 -0.365  0.07
H -1.909 2.888 3.519  0.00
C 2.633 -2.992 -2.312  0.00

max |F| = 1.93 eV/Å
E_LUMO (alpha / beta) = -11.12 / -13.11 eV
multiplicity = 2
net charge = +3
frontier orbital gap (alpha / beta) = 0.262 / 0.188 Ha
calculated total energy = -1526.304615 Eh

# 4
The following is a quantum chemistry calculation of C19H17BrIrN3O4S3SbSe as an isolated structure in a non-equilibrium geometry, from OMol25.

Last column: natural (NBO) charge in e.
Cartesian coordinates (Å):
C -1.980 0.526 3.513  -0.23
C 2.346 -3.515 0.972  -0.27
N 1.601 -1.604 -0.249  -0.41
S 1.130 -0.670 -5.001  -0.49
C -3.983 0.765 -2.307  -0.40
C -1.635 0.647 -1.558  0.27
S 3.109 -0.166 -5.711  -0.53
H -1.703 -1.003 0.528  0.20
Ir 1.014 0.350 -0.391  0.92
H -4.515 0.942 -1.373  0.21
C 1.809 -2.281 -1.392  0.05
H -3.169 -1.933 -2.699  0.22
H 1.662 -1.659 1.809  0.22
N -2.732 0.075 -2.061  -0.33
H -3.779 1.724 -2.780  0.24
C 2.570 -4.211 -0.207  -0.16
C 1.482 1.540 2.694  -0.05
C 0.907 2.450 4.828  -0.21
H -1.604 1.676 -1.251  0.26
H -1.052 1.993 5.530  0.20
C -1.146 -1.425 -1.939  -0.08
C -1.391 -0.377 1.355  -0.29
C 2.282 -3.581 -1.405  -0.25
H 1.593 -1.761 -2.319  0.28
O 0.473 2.348 -0.541  -1.06
C -0.330 1.885 4.729  -0.18
H -0.550 -2.316 -1.982  0.23
H 2.959 -5.220 -0.188  0.22
Br 2.819 1.197 1.383  0.26
S 2.858 0.603 -2.051  -0.86
C 1.864 -2.223 0.909  0.07
C -2.296 -0.241 2.431  -0.19
H -2.678 0.664 4.331  0.20
O -0.966 4.173 -1.843  -1.06
C -0.708 1.138 3.584  -0.07
C 0.201 0.974 2.503  -0.05
Se 0.281 3.164 -2.018  2.77
H -3.255 -0.744 2.380  0.20
O -0.070 2.003 -3.159  -1.13
C -2.441 -1.246 -2.307  -0.09
Sb 1.932 1.368 -4.116  1.20
H 2.539 -3.961 1.937  0.22
H 2.843 2.669 3.869  0.22
H -4.603 0.164 -2.966  0.21
C 1.844 2.261 3.791  -0.26
H 1.190 3.019 5.704  0.21
O 1.664 3.870 -2.452  -1.05
N -0.649 -0.229 -1.478  -0.43
C -0.160 0.249 1.321  -0.20
H 2.422 -4.072 -2.357  0.23

max |F| = 1.38 eV/Å
relative energy (zero: lowest compared OMol25 entry of this formula, charge and spin) = 0.0 kcal per mole
E_LUMO = 2.11 eV
net charge = -1
frontier orbital gap = 0.226 Ha
calculated total energy = -7714.135485 Eh

# 5
The following is a quantum chemistry calculation of C6H13N2O as an isolated structure in a non-equilibrium geometry, from OMol25.

Last column: natural (NBO) charge in e.
Cartesian coordinates (Å):
H -1.825 -2.774 -0.152  0.19
H -1.585 2.321 -2.154  0.24
C -1.018 0.050 -0.945  0.14
H -0.871 -3.871 0.984  0.21
H -0.051 1.935 -2.899  0.24
H 1.721 -1.230 1.886  0.26
H 0.938 2.273 0.308  0.23
C -1.321 -2.858 0.832  -0.25
C -0.554 2.203 -1.976  -0.43
C -0.628 -0.762 0.790  0.21
N 0.549 0.225 0.970  -0.44
H 2.418 0.490 1.955  0.24
O -0.182 -2.021 0.679  -0.55
N -0.437 1.178 -1.020  -0.36
C 1.876 -0.295 1.296  -0.43
C 0.686 1.228 -0.141  -0.04
H 2.324 -0.514 0.319  0.22
H 0.277 0.995 1.645  0.44
H 1.584 0.935 -0.728  0.21
H -1.946 -2.703 1.650  0.21
H -0.115 3.203 -1.629  0.24
H -1.841 -0.007 -1.671  0.20

max |F| = 3.86 eV/Å
relative energy (zero: lowest compared OMol25 entry of this formula, charge and spin) = 148.8 kcal per mole
E_LUMO = -3.79 eV
net charge = +1
frontier orbital gap = 0.290 Ha
calculated total energy = -420.715823 Eh

# 6
The following is a quantum chemistry calculation of C3H9N5 as an isolated structure in a non-equilibrium geometry, from OMol25.

Last column: natural (NBO) charge in e.
Cartesian coordinates (Å):
H -0.686 1.246 -1.906  0.37
C 0.021 -0.563 0.430  0.37
H 0.688 1.760 -0.808  0.37
N 0.185 -0.320 -0.937  -0.33
C -1.011 0.362 1.129  0.37
N 0.252 0.953 -1.442  -0.69
H -2.428 0.352 -0.386  0.34
H 1.359 -1.966 0.624  0.34
H -0.310 -0.064 3.119  0.44
H 2.282 0.223 -1.745  0.23
N -0.723 0.703 2.492  -0.87
H -1.579 1.623 2.868  0.42
H 0.710 -1.028 -2.777  0.21
C 1.362 -0.742 -1.599  -0.38
N 0.649 -1.409 1.237  -0.66
H 1.506 -1.655 -1.001  0.16
N -2.277 0.526 0.702  -0.68

max |F| = 7.43 eV/Å
relative energy (zero: lowest compared OMol25 entry of this formula, charge and spin) = 169.7 kcal per mole
E_LUMO = 0.57 eV
frontier orbital gap = 0.359 Ha
calculated total energy = -393.243155 Eh